No. 1
C3H8N4 | ωB97M-V with the def2-TZVPD basis set

Results
Calculated total energy (eV): -9198.088

CARTESIAN COORDINATES (ANGSTROEM)
H -0.296 -2.159 -0.853
H -1.744 -1.883 -0.058
N -0.872 -1.481 -0.372
N -0.613 -0.597 1.829
H 0.185 2.385 -1.280
C 1.688 0.026 -0.095
N 0.511 0.860 0.133
C -0.317 1.497 -0.890
C -0.184 -0.800 0.633
H 0.612 1.446 0.962
H -1.252 1.810 -0.425
H 2.633 0.536 -0.294
N 1.473 -1.138 0.317
H -1.313 -1.288 2.086
H -0.512 0.786 -1.691

Cartesian forces (eV/Å) of the 3 atoms listed first:
H 0.008 0.087 -0.018
H -0.039 0.225 0.022
N 0.304 0.188 -0.244

---

No. 2
C18H10ClF6N3O5PtS2 | ωB97M-V with the def2-TZVPD basis set

Results
Calculated total energy (eV): -87279.295

CARTESIAN COORDINATES (ANGSTROEM)
C -1.924 -0.193 -0.115
H -2.303 -2.752 -4.755
C -2.798 -0.282 -2.495
O 4.675 0.807 0.299
H 0.781 -2.524 4.775
C -1.355 -2.014 -1.584
N 3.193 0.541 -1.694
C 0.452 -1.723 4.129
C 1.170 0.458 -3.413
C -0.793 1.758 4.202
C -0.378 0.496 3.725
C -1.388 2.390 1.966
Cl -3.808 -0.359 -5.003
F 3.302 3.319 -0.637
F 1.351 2.435 -0.308
C 0.483 -1.908 2.740
C -1.459 -2.715 -2.783
C -2.877 -0.997 -3.678
H 0.868 -2.824 2.314
N 0.099 -0.986 1.879
H -1.807 3.111 1.275
C 0.072 -0.509 4.611
F 1.741 1.430 -4.113
O 3.308 -1.042 -3.615
C -2.057 -0.804 -1.450
S 2.486 -0.532 -2.577
C -0.429 0.205 2.341
C -2.225 -2.213 -3.821
F 2.695 2.739 1.362
O -0.606 -2.476 -0.565
Pt 0.846 -1.260 0.011
C 2.624 2.427 0.070
H -0.731 1.959 5.264
H -1.568 3.671 3.686
H -0.914 -3.644 -2.891
F 0.493 -0.339 -4.227
O 1.768 -1.575 -1.811
H -3.314 0.662 -2.388
S 3.335 0.743 -0.163
H -2.320 -0.798 0.711
C -1.262 2.697 3.330
N -1.276 0.872 0.115
F 0.348 0.984 -2.517
H 0.096 -0.295 5.673
O 2.443 -0.098 0.658
C -1.035 1.162 1.467

Cartesian forces (eV/Å) of the 3 atoms listed first:
C -0.030 -0.028 0.020
H 0.002 -0.001 0.002
C -0.005 0.011 -0.009

---

> Among the records above, which one has the lowest calculated total energy?

C18H10ClF6N3O5PtS2

---

> Which of these has the lowest calculated total energy?

C18H10ClF6N3O5PtS2

---

> Number 1 is which compound?

C3H8N4

---

> Number 1 is which compound?

C3H8N4